(1)
Below is the molecule CH5N3O at a distorted geometry, with properties calculated with ωB97M-V with the def2-TZVPD basis set.

## Properties
SMILES: N/N=C/NO
Calculated total energy (eV): -7632.0958
Energy relative to the best compared isomer or geometry (same formula, charge and spin) (kcal/mol): 81.7
Kohn-Sham gap (eV): 9.972

```
10
Properties=species:S:1:pos:R:3:mulliken_charge:R:1
C -0.456 -0.391 -0.221 0.07
H 1.371 -1.277 1.493 0.24
H 2.413 -0.264 0.952 0.27
H -0.723 -1.377 0.137 0.30
H -2.296 0.288 -0.730 0.27
H -0.041 1.532 -0.792 0.38
N 1.577 -0.842 0.598 -0.59
N 0.578 0.175 0.295 -0.31
N -1.348 0.375 -0.956 -0.21
O -1.074 1.781 -0.774 -0.43
```

---

(2)
Below is a 2-piece molecular cluster, C4H10N2 overall at a distorted geometry, with properties calculated with ωB97M-V with the def2-TZVPD basis set.

## Properties
SMILES: [H]/N=C/N.C=CC
Calculated total energy (eV): -7289.2397
Energy relative to the best compared isomer or geometry (same formula, charge and spin) (kcal/mol): 31.8
Kohn-Sham gap (eV): 10.384

```
16
Properties=species:S:1:pos:R:3:mulliken_charge:R:1
C 1.002 2.034 -1.683 -0.99
C 1.808 0.786 -1.436 0.07
C 1.490 -0.386 -1.956 -0.75
H 0.690 2.038 -2.724 0.32
H 0.234 2.135 -0.923 0.24
H 1.622 2.918 -1.557 0.30
H 2.586 0.841 -0.679 0.30
H 2.037 -1.214 -1.518 0.25
H 0.719 -0.514 -2.708 0.27
N -2.191 -1.298 1.184 -0.47
C -1.435 -1.102 2.318 0.08
N -1.948 -1.098 3.485 -0.66
H -3.164 -1.476 1.401 0.27
H -1.826 -1.912 0.471 0.22
H -0.368 -0.963 2.160 0.31
H -1.257 -0.789 4.166 0.24
```

---

(3)
Below is a 8-piece molecular cluster, C28H42N6O2 overall at a distorted geometry, with properties calculated with ωB97M-V with the def2-TZVPD basis set.

## Properties
Total charge: -1
Calculated total energy (eV): -42747.3161
Multiplicity: 2
Kohn-Sham gap (alpha / beta) (eV): 1.784 / 7.722

```
78
Properties=species:S:1:pos:R:3:mulliken_charge:R:1
N 1.965 1.423 -4.530 -0.73
C 1.579 0.337 -3.828 0.72
C 0.798 -0.599 -4.611 -1.49
C 0.790 0.182 -5.775 0.09
C 1.563 1.344 -5.785 -1.80
H 2.573 2.147 -4.176 1.37
H 1.662 0.413 -2.753 0.26
H 0.452 -1.566 -4.278 0.33
H 0.244 -0.052 -6.677 0.54
H 1.756 2.035 -6.593 0.38
N 0.196 1.151 0.592 0.91
C 1.354 1.557 -0.023 -1.26
C 2.439 0.876 0.580 -1.10
C 1.875 -0.029 1.427 -0.07
C 0.494 0.242 1.581 -1.06
H -0.686 1.600 0.389 0.04
H 1.415 2.235 -0.862 0.46
H 3.482 0.930 0.305 0.76
H 2.491 -0.810 1.846 0.56
H -0.283 -0.204 2.185 0.30
N -5.228 0.347 0.037 0.09
C -3.931 0.273 0.340 -1.02
C -3.720 1.148 1.442 0.29
C -5.034 1.686 1.772 -0.82
C -5.965 1.078 0.953 -0.75
H -5.697 -0.200 -0.671 0.22
H -3.177 -0.225 -0.251 0.51
H -2.783 1.372 1.930 0.64
H -5.103 2.326 2.640 0.40
H -7.042 1.033 1.013 0.41
N -1.912 -2.122 5.063 -0.06
C -2.575 -3.344 5.152 -0.61
C -3.406 -3.368 4.066 -0.65
C -3.450 -2.115 3.494 -0.04
C -2.398 -1.401 4.015 -0.62
H -1.071 -1.922 5.586 0.24
H -2.274 -4.100 5.863 0.38
H -4.134 -4.113 3.782 0.38
H -4.155 -1.655 2.817 0.42
H -1.951 -0.456 3.743 0.57
N -1.930 1.249 -3.922 0.41
C -2.359 1.424 -2.681 -0.51
C -3.564 2.132 -2.699 -0.54
C -3.812 2.512 -4.066 -0.70
C -2.793 1.877 -4.821 -0.54
H -0.995 0.992 -4.204 0.25
H -1.732 1.141 -1.847 0.43
H -4.191 2.325 -1.841 0.40
H -4.643 3.048 -4.500 0.42
H -2.716 1.892 -5.898 0.34
N 4.056 -4.037 2.635 -0.09
C 3.467 -3.594 1.450 -0.54
C 2.143 -3.476 1.716 -0.68
C 1.903 -3.618 3.098 -0.25
C 3.123 -4.043 3.655 -0.73
H 5.045 -3.952 2.822 0.26
H 4.115 -3.505 0.591 0.71
H 1.413 -3.417 0.922 0.44
H 0.979 -3.520 3.649 0.51
H 3.467 -4.218 4.664 0.39
C 1.592 4.505 1.880 -1.31
C 0.369 3.717 2.293 -0.02
O -0.673 3.904 1.353 -0.50
H 1.721 4.334 0.811 0.33
H 2.544 4.224 2.330 0.35
H 1.356 5.557 2.044 0.37
H -0.034 4.130 3.218 0.41
H 0.573 2.716 2.673 0.05
H -0.368 4.121 0.469 0.31
C 3.753 -1.599 -1.541 0.46
C 5.143 -1.571 -2.078 -1.28
O 5.634 -2.835 -2.449 -0.29
H 3.792 -1.916 -0.499 -0.33
H 3.012 -2.161 -2.109 0.47
H 3.356 -0.584 -1.580 -0.29
H 5.844 -1.256 -1.305 0.28
H 5.174 -0.810 -2.859 0.59
H 5.086 -3.143 -3.175 0.25
```

---

(4)
Below is C33H50F3O18SY as an isolated structure at a distorted geometry, with properties calculated with ωB97M-V with the def2-TZVPD basis set.

## Properties
Total charge: +2
Calculated total energy (eV): -91902.5117
Energy relative to the best compared isomer or geometry (same formula, charge and spin) (kcal/mol): 150.4
Kohn-Sham gap (eV): 4.829

```
106
Properties=species:S:1:pos:R:3:mulliken_charge:R:1
Y 4.488 0.944 -0.453 1.84
C -0.360 -0.042 -0.220 0.46
F -0.021 -1.370 -0.333 -0.09
F -0.508 0.575 -1.391 -0.03
F -1.546 0.043 0.375 -0.18
S 1.109 0.807 0.729 0.19
O 2.340 0.325 0.008 0.25
O 0.877 2.255 0.740 -0.55
O 1.056 0.168 2.054 -0.40
C -0.481 -3.784 2.126 0.57
C -1.265 -4.995 2.501 -0.84
C -0.857 -5.241 3.904 -0.41
O -0.016 -4.187 4.203 -0.45
C -0.346 -3.014 3.416 0.23
H -0.963 -3.207 1.336 0.03
H 0.464 -4.088 1.676 -0.21
H -1.068 -5.728 1.720 0.40
H -2.297 -4.673 2.358 0.24
H -0.260 -6.152 3.947 0.28
H -1.663 -5.277 4.637 0.32
H 0.416 -2.234 3.425 -0.41
H -1.215 -2.444 3.745 0.28
O 0.946 -4.318 -4.258 -0.59
C 0.039 -3.623 -4.685 0.44
O -0.620 -3.951 -5.762 -0.38
C -1.679 -2.966 -6.041 -0.53
C -1.925 -2.198 -4.758 -0.26
C -0.564 -2.311 -4.113 0.44
H -2.549 -3.559 -6.322 0.31
H -1.234 -2.442 -6.886 0.28
H -2.749 -2.541 -4.132 0.14
H -2.096 -1.126 -4.858 0.32
H -0.591 -2.360 -3.024 -0.15
H 0.089 -1.480 -4.380 -0.01
O 4.091 -1.429 -0.099 -0.39
C 3.937 -2.575 -0.362 0.29
O 3.654 -3.418 0.689 -0.24
C 3.643 -4.762 0.260 -0.49
C 3.588 -4.734 -1.237 -0.55
C 4.177 -3.347 -1.630 -0.58
H 2.879 -5.382 0.729 0.43
H 4.547 -5.312 0.524 0.25
H 2.573 -4.855 -1.613 0.22
H 4.147 -5.592 -1.611 0.40
H 3.706 -2.987 -2.544 0.30
H 5.234 -3.446 -1.877 0.36
O 1.694 4.696 4.779 -0.63
C 0.861 3.876 4.407 0.37
O 0.730 2.694 5.036 -0.38
C -0.471 2.050 4.700 0.08
C -1.081 2.778 3.549 0.32
C -0.270 4.022 3.367 -0.21
H -1.169 2.012 5.536 0.31
H -0.314 1.024 4.367 -0.10
H -2.123 3.025 3.754 0.47
H -1.065 2.258 2.591 -0.63
H -0.707 4.956 3.719 0.36
H 0.158 4.083 2.367 0.04
O 2.839 2.109 -1.715 -0.39
C 2.447 2.643 -2.734 0.29
O 2.634 3.992 -2.884 -0.30
C 1.940 4.470 -4.055 -0.32
C 1.760 3.205 -4.889 -0.74
C 1.606 2.125 -3.885 0.01
H 2.592 5.240 -4.466 0.36
H 0.959 4.880 -3.817 0.18
H 2.696 2.982 -5.400 0.31
H 0.965 3.267 -5.632 0.40
H 2.046 1.200 -4.258 0.39
H 0.544 2.138 -3.641 0.08
O -1.526 5.296 -2.560 -0.52
C -2.099 5.314 -1.526 0.35
O -2.853 6.444 -0.936 -0.40
C -3.480 6.116 0.302 -0.41
C -3.649 4.635 0.150 -0.57
C -2.309 4.135 -0.576 0.40
H -4.484 6.539 0.345 0.35
H -2.908 6.433 1.174 0.22
H -4.498 4.457 -0.509 0.27
H -3.746 4.212 1.150 0.39
H -2.476 3.363 -1.327 -0.07
H -1.452 3.837 0.028 -0.02
O 4.450 0.307 1.720 -0.70
C 4.008 0.034 2.870 0.39
O 3.703 1.094 3.670 -0.27
C 3.234 0.614 4.908 0.15
C 3.557 -0.881 4.917 -1.02
C 3.641 -1.255 3.472 0.60
H 2.151 0.672 5.019 -0.15
H 3.654 1.012 5.831 0.46
H 2.801 -1.459 5.449 0.38
H 4.532 -1.166 5.313 0.31
H 2.753 -1.699 3.024 -0.40
H 4.513 -1.880 3.277 0.46
O -5.327 2.442 -2.464 -0.61
C -5.209 1.352 -1.943 0.44
O -6.188 0.532 -1.823 -0.35
C -5.849 -0.689 -1.259 -0.61
C -4.324 -0.793 -1.438 0.14
C -3.944 0.597 -1.505 0.43
H -6.263 -1.497 -1.863 0.37
H -6.087 -0.832 -0.205 0.28
H -4.130 -1.371 -2.342 -0.27
H -3.874 -1.334 -0.606 0.28
H -3.290 0.658 -2.375 -0.01
H -3.429 1.070 -0.669 -0.06
```